(1)
Below is a molecular structure, C35H28FGeIN7O4ReS at a distorted geometry, with properties calculated with ωB97M-V/def2-TZVPD.

Last column: Mulliken charge in e.
Positions of all 79 atoms, in Å:
Re -1.201 -1.067 0.738  1.203
F -1.945 5.994 0.070  -0.321
C -1.672 5.175 1.076  0.390
C -0.574 4.418 1.054  0.004
N -0.273 3.546 2.094  0.220
C 0.851 2.630 1.975  -1.745
C 0.353 1.329 1.398  0.987
O 0.672 1.069 0.128  0.144
O -0.398 0.541 1.951  -0.663
C -1.137 3.373 3.175  0.427
O -0.935 2.526 4.023  -0.587
N -2.209 4.219 3.182  -0.039
C -2.615 5.145 2.199  0.183
O -3.615 5.789 2.324  -0.535
H 0.125 4.475 0.230  0.396
H 1.269 2.444 2.963  0.380
H 1.598 3.062 1.316  0.486
H -2.812 4.154 3.992  0.245
S -3.593 -2.864 -2.776  -0.169
C -2.783 -2.345 -1.569  0.942
N -2.155 -1.958 -0.597  -0.744
N 1.696 -2.387 5.229  -0.381
C 1.536 -2.534 3.906  0.386
C 0.467 -1.923 3.208  -0.095
N 0.356 -2.064 1.893  -0.013
C 1.252 -2.811 1.235  0.192
C 2.281 -3.419 1.940  -0.565
N 2.424 -3.281 3.243  -0.610
H 1.104 -1.789 5.775  0.203
H 2.470 -2.852 5.673  0.265
H -0.245 -1.305 3.737  0.194
H 1.163 -2.898 0.163  0.206
H 3.018 -4.022 1.424  0.434
I -4.080 0.956 5.670  0.180
C -3.690 -0.599 4.329  -0.691
C -4.293 -1.845 4.444  -0.102
C -3.976 -2.823 3.512  -0.904
C -3.087 -2.536 2.498  -0.009
N -2.507 -1.326 2.382  -0.287
C -2.799 -0.378 3.290  0.269
H -4.993 -2.054 5.242  0.461
H -4.418 -3.807 3.570  0.433
H -2.831 -3.287 1.761  0.489
H -2.296 0.576 3.207  0.198
C 0.073 -0.050 -0.357  -0.051
Ge 0.793 -0.159 -2.291  1.486
C 0.271 1.617 -2.927  0.157
C 1.096 2.281 -3.832  -0.512
C 0.714 3.514 -4.344  -0.684
C -0.483 4.090 -3.946  -0.586
C -1.305 3.438 -3.036  -0.650
C -0.932 2.201 -2.532  -0.375
C 2.702 -0.340 -1.874  0.257
C 3.424 0.798 -1.516  -0.295
C 4.776 0.703 -1.223  -0.769
C 5.409 -0.533 -1.267  -0.578
C 4.695 -1.667 -1.627  -0.780
C 3.345 -1.574 -1.934  -0.087
C 0.138 -1.666 -3.336  0.350
C 0.273 -2.990 -2.919  0.372
C 0.036 -4.029 -3.804  -0.794
C -0.333 -3.755 -5.115  -0.638
C -0.493 -2.440 -5.532  -0.643
C -0.259 -1.399 -4.646  -0.761
H 2.037 1.834 -4.133  0.474
H 1.358 4.019 -5.052  0.440
H -0.778 5.051 -4.347  0.430
H -2.238 3.891 -2.724  0.491
H -1.586 1.682 -1.836  0.348
H 2.932 1.765 -1.488  0.413
H 5.338 1.592 -0.969  0.447
H 6.461 -0.608 -1.027  0.420
H 5.193 -2.627 -1.682  0.478
H 2.800 -2.457 -2.248  0.408
H 0.551 -3.208 -1.892  0.083
H 0.146 -5.056 -3.479  0.456
H -0.490 -4.566 -5.813  0.419
H -0.785 -2.228 -6.552  0.436
H -0.384 -0.373 -4.975  0.381

Values from the calculation:
- E_HOMO (alpha / beta): -13.9 / -13.9 eV
- Orbital gap (alpha / beta): 0.235 / 0.236 Eh
- E: -4985.22667 Ha
- Net charge: +2
- Relative energy (zero: lowest compared OMol25 entry of this formula, charge and spin): 53.10 kcal per mole
- E_LUMO (alpha / beta): -7.55 / -7.54 eV

***

(2)
Below is a molecular structure, C50H42BrMgN7O4P2S2 at a distorted geometry, with properties calculated with ωB97M-V/def2-TZVPD.

Last column: Mulliken charge in e.
Positions of all 109 atoms, in Å:
Mg 1.796 0.278 0.817  2.702
C 3.383 2.975 1.364  -1.326
O 2.070 2.478 1.005  0.877
C 0.981 3.204 1.403  -0.181
C 1.015 4.539 1.740  -0.597
C -0.177 5.183 2.045  -0.452
Br -0.141 7.025 2.468  -0.198
C -1.378 4.514 2.017  -1.033
C -1.400 3.157 1.692  2.053
C -0.219 2.502 1.416  -1.254
O -0.175 1.172 1.121  0.391
C -2.638 2.386 1.597  -0.300
N -2.645 1.109 1.317  0.097
C -3.988 0.740 1.268  0.151
C -4.582 -0.490 0.988  0.206
C -5.963 -0.557 0.994  -1.115
C -6.749 0.575 1.269  -0.566
C -6.175 1.801 1.542  -1.240
C -4.784 1.855 1.536  0.072
N -3.893 2.897 1.738  -0.070
H 3.584 3.896 0.816  0.387
H 4.082 2.194 1.080  0.282
H 3.421 3.124 2.440  0.399
H 1.947 5.083 1.758  0.657
H -2.290 5.048 2.246  0.470
H -1.105 0.807 1.198  0.125
H -3.981 -1.366 0.773  0.424
H -6.452 -1.501 0.786  0.467
H -7.828 0.484 1.266  0.420
H -6.780 2.674 1.753  0.448
H -4.127 3.843 1.975  0.232
C -1.639 -3.074 -0.390  -1.149
N -0.662 -2.006 -0.113  0.727
P 0.595 -2.278 1.061  0.330
C 1.099 -4.017 0.859  0.735
C 0.373 -5.105 1.344  -0.352
C 0.835 -6.397 1.138  -0.753
C 2.034 -6.613 0.466  -0.609
C 2.778 -5.536 0.006  -0.793
C 2.312 -4.243 0.208  -0.426
C -0.298 -2.337 2.643  0.727
C -1.614 -1.931 2.789  0.113
C -2.209 -1.909 4.048  -0.546
C -1.480 -2.295 5.162  -0.832
C -0.154 -2.700 5.022  -0.834
C 0.433 -2.717 3.770  -0.880
P -0.174 -0.851 -1.286  0.825
C -0.174 -1.812 -2.847  1.073
C -0.787 -1.389 -4.025  -1.216
C -0.668 -2.142 -5.191  -0.703
C 0.061 -3.322 -5.192  -0.654
C 0.685 -3.747 -4.024  -0.736
C 0.574 -2.992 -2.868  -0.592
C -1.550 0.325 -1.559  0.344
C -2.897 0.001 -1.716  -0.313
C -3.853 0.994 -1.875  -0.724
C -3.475 2.332 -1.897  -1.019
C -2.135 2.672 -1.761  -0.102
C -1.183 1.673 -1.590  -0.220
H -1.165 -3.940 -0.854  0.268
H -2.419 -2.721 -1.058  0.240
H -2.106 -3.402 0.539  0.414
H -0.551 -4.944 1.887  0.390
H 0.266 -7.237 1.515  0.435
H 2.400 -7.623 0.323  0.397
H 3.730 -5.698 -0.485  0.482
H 2.919 -3.396 -0.102  0.322
H -2.169 -1.602 1.919  -0.485
H -3.238 -1.584 4.152  0.521
H -1.936 -2.267 6.144  0.391
H 0.434 -2.972 5.891  0.449
H 1.473 -3.014 3.672  0.676
H -1.358 -0.470 -4.045  0.409
H -1.150 -1.801 -6.099  0.427
H 0.144 -3.909 -6.099  0.392
H 1.259 -4.666 -4.015  0.480
H 1.065 -3.333 -1.965  0.249
H -3.222 -1.031 -1.704  0.261
H -4.897 0.722 -1.978  0.460
H -4.224 3.106 -2.019  0.369
H -1.833 3.714 -1.764  0.452
H -0.137 1.941 -1.450  -0.257
S 4.064 -0.560 0.693  -0.533
C 4.135 -1.182 2.343  0.851
C 5.121 -2.224 2.570  -0.260
N 5.904 -3.056 2.718  -0.591
C 3.352 -0.781 3.379  0.692
S 2.064 0.403 3.317  -0.471
C 3.525 -1.433 4.670  -0.130
N 3.614 -1.921 5.709  -0.596
O 1.315 5.018 -1.442  -0.277
C 1.425 4.885 -2.857  -0.839
N 2.745 5.041 -3.390  -0.066
C 3.741 4.098 -3.508  -0.151
O 4.819 4.387 -3.982  -0.630
C 3.437 2.685 -3.107  0.105
C 3.841 1.668 -3.961  -0.670
C 3.586 0.358 -3.606  -1.230
C 2.949 0.111 -2.401  -0.217
N 2.585 1.075 -1.552  0.277
C 2.838 2.340 -1.905  -0.421
H 1.618 5.897 -1.188  0.199
H 0.782 5.607 -3.356  0.423
H 1.061 3.888 -3.081  0.504
H 3.049 5.963 -3.662  0.261
H 4.351 1.917 -4.884  0.503
H 3.876 -0.465 -4.244  0.525
H 2.748 -0.906 -2.083  0.334
H 2.532 3.106 -1.204  0.712

Values from the calculation:
- E_HOMO: -6.6 eV
- Orbital gap: 0.226 Eh
- E: -6868.18239 Ha
- Net charge: 0
- Relative energy (zero: lowest compared OMol25 entry of this formula, charge and spin): 15.38 kcal per mole
- E_LUMO: -0.42 eV

***

(3)
Below is 2 unconnected molecules or ions with the total composition C29H32F3O2S at a distorted geometry, with properties calculated with ωB97M-V/def2-TZVPD.

Last column: natural (NBO) charge in e.
Positions of all 67 atoms, in Å:
C 5.862 -2.043 0.022  -0.256
O 5.422 -0.956 0.874  -0.503
C 4.175 -0.448 0.680  0.313
C 3.778 0.615 1.523  -0.274
C 2.515 1.146 1.417  -0.159
C 1.562 0.564 0.548  -0.148
C 0.195 1.043 0.460  0.009
C -0.913 0.147 0.594  -0.237
C -2.247 0.660 0.547  -0.080
C -3.363 -0.133 0.607  -0.134
C -4.804 0.434 0.544  -0.067
C -5.544 -0.125 -0.681  -0.611
C -4.803 1.958 0.445  -0.606
C -5.589 0.039 1.803  -0.610
C -3.184 -1.593 0.707  0.451
O -4.173 -2.363 0.743  -0.697
C -1.819 -2.139 0.805  -0.039
C -1.619 -3.675 0.909  -0.085
C -2.304 -4.212 2.171  -0.610
C -0.141 -4.065 0.973  -0.606
C -2.240 -4.375 -0.306  -0.610
C -0.767 -1.260 0.808  -0.175
C 1.981 -0.462 -0.324  -0.083
C 3.264 -0.971 -0.269  -0.341
H 6.890 -2.220 0.342  0.195
H 5.254 -2.949 0.178  0.179
H 5.840 -1.761 -1.043  0.184
H 4.508 0.987 2.236  0.218
H 2.225 1.998 2.031  0.212
H -0.002 2.083 0.743  0.221
H -2.365 1.740 0.430  0.202
H -5.615 -1.214 -0.599  0.243
H -6.554 0.303 -0.727  0.188
H -5.001 0.142 -1.598  0.204
H -4.322 2.406 1.322  0.203
H -4.295 2.292 -0.468  0.212
H -5.837 2.324 0.406  0.201
H -5.085 0.429 2.697  0.198
H -6.599 0.465 1.751  0.188
H -5.662 -1.052 1.867  0.244
H -3.378 -4.008 2.125  0.244
H -2.146 -5.294 2.240  0.187
H -1.878 -3.737 3.063  0.199
H 0.400 -3.720 0.083  0.207
H 0.335 -3.665 1.876  0.206
H -0.061 -5.160 1.011  0.202
H -1.775 -4.013 -1.229  0.201
H -2.071 -5.456 -0.227  0.188
H -3.317 -4.182 -0.336  0.245
H 0.239 -1.652 0.961  0.213
H 1.286 -0.832 -1.081  0.224
H 3.565 -1.773 -0.944  0.214
F 4.934 3.096 -4.573  -0.333
C 5.183 3.598 -3.326  0.982
F 5.935 2.657 -2.656  -0.340
F 5.978 4.700 -3.485  -0.338
C 3.915 3.900 -2.561  -0.166
C 3.924 4.939 -1.636  -0.243
C 2.748 5.240 -0.941  -0.233
C 1.616 4.462 -1.120  -0.190
C 1.672 3.279 -1.903  -0.205
S 0.474 2.102 -1.845  -0.241
C 2.797 3.105 -2.755  -0.206
H 4.828 5.518 -1.479  0.213
H 2.739 6.098 -0.269  0.202
H 0.670 4.715 -0.652  0.205
H 2.768 2.324 -3.507  0.229

Values from the calculation:
- E_HOMO: -3.9 eV
- Orbital gap: 0.222 Eh
- E: -1972.58477 Ha
- Net charge: -1
- E_LUMO: 2.18 eV

***

(4)
Below is 14 unconnected molecules or ions with the total composition C49H131N8O20 at a distorted geometry, with properties calculated with ωB97M-V/def2-TZVPD.

Last column: Mulliken charge in e.
Positions of all 208 atoms, in Å:
C -2.701 -0.462 -1.941  -0.611
C -2.326 -0.474 -0.483  1.722
C -2.466 -1.968 0.083  -1.808
C -1.206 -2.847 0.057  -0.916
C 0.005 -2.158 0.611  -0.140
C 0.241 -0.760 -0.010  2.655
N -0.998 0.117 -0.073  0.894
O -0.869 1.464 -0.441  1.456
C 0.789 -1.130 -1.418  -1.088
C 1.309 -0.074 0.891  -1.237
C -3.472 0.199 0.252  -1.935
H -3.531 -1.104 -2.236  0.610
H -1.828 -0.730 -2.536  -0.531
H -2.871 0.558 -2.284  -0.500
H -3.197 -2.524 -0.505  0.578
H -2.664 -1.984 1.155  0.375
H -1.066 -3.162 -0.977  0.159
H -1.378 -3.761 0.624  0.630
H 0.785 -2.909 0.482  -0.298
H -0.075 -2.048 1.692  -0.299
H 1.700 -1.721 -1.335  0.138
H 1.225 -0.258 -1.905  -0.858
H 0.134 -1.641 -2.123  0.637
H 1.760 0.657 0.220  -0.560
H 2.181 -0.662 1.180  0.197
H 0.806 0.358 1.755  0.146
H -3.371 0.255 1.336  -0.086
H -4.409 -0.310 0.026  0.485
H -3.700 1.246 0.054  0.235
C 2.228 -4.658 2.801  -0.788
C 3.007 -5.615 3.661  0.484
C 4.496 -5.223 3.869  -0.982
O 5.251 -4.958 2.670  -0.178
C 6.609 -4.484 2.849  -0.873
N 2.295 -5.734 4.971  -0.727
H 1.343 -5.177 2.433  0.406
H 2.711 -4.443 1.848  -0.149
H 2.039 -3.787 3.427  0.305
H 2.997 -6.533 3.073  0.268
H 5.029 -5.961 4.469  0.416
H 4.412 -4.361 4.531  0.370
H 7.183 -4.356 1.931  0.240
H 7.111 -5.218 3.479  0.396
H 6.697 -3.586 3.461  0.326
H 1.348 -6.079 4.910  0.258
H 2.771 -6.484 5.452  0.241
C -5.385 2.214 -2.830  -0.707
C -6.876 2.287 -3.134  1.066
C -7.335 3.709 -3.541  -1.284
O -7.282 4.569 -2.506  -0.291
C -7.487 6.024 -2.875  -0.989
N -7.089 1.398 -4.253  -0.764
H -5.109 2.536 -1.826  -0.178
H -4.940 2.907 -3.545  0.209
H -4.827 1.309 -3.067  0.425
H -7.567 2.056 -2.324  0.174
H -8.318 3.729 -4.011  0.465
H -6.688 4.027 -4.358  0.402
H -7.474 6.746 -2.059  0.304
H -8.562 6.127 -3.017  0.397
H -6.968 6.353 -3.776  0.370
H -7.919 1.457 -4.826  0.212
H -6.988 0.441 -3.947  0.211
C 2.969 -5.275 -4.413  -1.472
C 2.360 -3.903 -4.737  0.212
C 0.981 -4.116 -5.230  -0.410
O 0.389 -2.912 -5.586  -0.186
C -1.051 -2.859 -5.982  -0.811
N 2.360 -3.207 -3.501  0.520
H 4.023 -5.374 -4.153  0.288
H 2.819 -5.820 -5.345  0.516
H 2.368 -5.880 -3.735  0.348
H 2.945 -3.465 -5.546  0.430
H 0.413 -4.596 -4.433  -0.119
H 0.955 -4.706 -6.146  0.507
H -1.434 -1.839 -6.021  0.158
H -1.750 -3.400 -5.345  0.352
H -1.307 -3.404 -6.891  0.393
H 1.776 -3.814 -2.944  -0.163
H 1.846 -2.363 -3.712  -0.239
C 5.143 -2.896 -0.231  -1.519
C 5.717 -2.147 -1.375  1.524
C 7.184 -2.060 -1.270  -1.309
O 7.684 -1.335 -2.351  -0.277
C 9.082 -1.535 -2.586  -0.861
N 5.349 -2.838 -2.617  -0.578
H 4.066 -2.734 -0.286  -0.234
H 5.538 -2.606 0.743  0.567
H 5.278 -3.973 -0.336  0.597
H 5.324 -1.131 -1.342  -0.005
H 7.582 -3.072 -1.345  0.383
H 7.586 -1.699 -0.324  0.423
H 9.253 -2.567 -2.894  0.360
H 9.689 -1.286 -1.716  0.295
H 9.399 -0.952 -3.450  0.250
H 5.112 -2.181 -3.347  0.312
H 4.586 -3.471 -2.422  -0.006
C -6.415 1.961 1.097  -0.742
C -7.732 1.689 1.786  0.519
C -7.967 2.970 2.712  -0.668
O -8.915 2.764 3.780  -0.445
C -8.573 1.677 4.601  -0.738
N -8.824 1.404 0.818  -0.738
H -6.214 1.154 0.392  0.169
H -5.522 1.864 1.713  0.066
H -6.489 2.911 0.568  0.233
H -7.723 0.774 2.377  0.374
H -8.466 3.786 2.189  0.309
H -7.013 3.377 3.047  0.357
H -8.893 2.060 5.570  0.302
H -7.509 1.472 4.718  0.297
H -9.037 0.775 4.201  0.259
H -8.629 0.495 0.423  0.247
H -9.678 1.258 1.337  0.277
C 6.536 0.805 5.846  -1.568
C 6.406 1.420 4.556  0.620
C 5.256 0.960 3.673  0.252
O 5.560 1.253 2.321  -0.503
C 4.416 0.880 1.565  0.186
N 6.307 2.865 4.734  -0.875
H 6.736 -0.260 5.726  0.366
H 5.665 1.036 6.459  0.250
H 7.462 1.170 6.292  0.414
H 7.346 1.272 4.025  0.363
H 4.319 1.346 4.073  -0.446
H 5.070 -0.040 4.066  0.271
H 3.498 1.411 1.818  -0.125
H 4.240 -0.195 1.566  0.156
H 4.761 1.046 0.545  0.239
H 5.387 2.946 5.142  0.220
H 6.131 3.142 3.779  0.400
C -0.559 0.660 -5.062  -1.160
C -0.148 2.101 -4.863  0.239
C 1.046 2.177 -3.860  0.662
O 2.243 1.393 -4.191  -0.501
C 3.313 1.506 -3.277  0.040
N 0.350 2.530 -6.167  -0.786
H -1.420 0.508 -5.713  0.510
H -0.922 0.356 -4.080  -0.007
H 0.206 -0.055 -5.362  0.222
H -0.975 2.722 -4.519  0.235
H 0.700 1.814 -2.892  -0.404
H 1.203 3.255 -3.826  0.201
H 4.071 0.810 -3.636  0.273
H 2.929 1.180 -2.310  -0.449
H 3.586 2.551 -3.136  0.310
H 1.280 2.137 -6.138  0.348
H 0.495 3.513 -6.347  0.295
C -3.464 4.191 3.325  -0.723
C -2.717 2.962 2.787  0.350
O -1.763 3.257 1.728  -0.148
O -2.488 5.313 3.389  -0.499
H -3.856 3.924 4.306  0.416
H -4.258 4.445 2.624  0.156
H -3.466 2.172 2.737  -0.242
H -2.132 2.450 3.551  0.125
H -1.461 2.397 1.425  -0.213
H -2.752 5.848 4.141  0.243
C -2.066 -1.137 4.387  0.295
C -0.718 -1.381 4.795  0.325
O -0.651 -1.789 6.186  -0.611
O -2.669 -0.089 5.101  -0.506
H -2.715 -1.986 4.176  0.317
H -2.063 -0.713 3.383  -0.399
H -0.137 -0.491 4.553  -0.066
H -0.283 -2.145 4.152  0.011
H -0.981 -2.678 6.335  0.339
H -2.439 -0.159 6.030  0.302
C 1.868 3.749 -0.387  0.172
C 1.378 4.641 -1.561  0.015
O 1.024 5.979 -1.179  -0.602
O 0.943 3.498 0.580  -0.144
H 2.771 4.201 0.024  0.402
H 2.093 2.800 -0.874  -0.362
H 0.616 4.283 -2.253  -0.535
H 2.211 4.925 -2.203  0.610
H 1.060 6.531 -1.964  0.345
H 0.466 2.697 0.350  -0.304
C -3.823 5.400 -2.191  -0.406
C -2.484 4.637 -2.419  0.270
O -1.731 4.483 -1.216  -0.498
O -4.589 4.812 -1.198  -0.416
H -4.222 5.347 -3.203  0.264
H -3.646 6.457 -1.991  0.373
H -1.729 5.014 -3.109  0.436
H -2.828 3.712 -2.884  -0.513
H -1.656 3.541 -1.045  -0.162
H -5.495 4.626 -1.457  0.205
C 1.013 -6.237 -0.759  0.172
C 0.339 -6.798 -2.033  -0.274
O 1.150 -7.808 -2.593  -0.556
O 2.296 -5.760 -1.128  -0.338
H 0.900 -6.977 0.033  0.605
H 0.468 -5.343 -0.455  -0.476
H 0.210 -5.963 -2.722  -0.291
H -0.621 -7.245 -1.773  0.474
H 1.573 -8.237 -1.845  0.348
H 2.828 -6.065 -0.389  0.222
C 1.930 2.621 5.271  -0.914
C 1.429 2.920 3.868  0.887
O 0.902 4.222 3.611  -0.377
O 3.234 3.143 5.541  -0.529
H 2.081 1.555 5.446  0.420
H 1.168 2.798 6.029  0.622
H 0.682 2.233 3.469  -0.502
H 2.281 2.737 3.214  -0.334
H 0.973 4.707 4.436  0.277
H 3.369 3.187 6.490  0.285

Values from the calculation:
- E_HOMO: -3.0 eV
- Orbital gap: 0.172 Eh
- E: -3887.85750 Ha
- Net charge: -1
- Relative energy (zero: lowest compared OMol25 entry of this formula, charge and spin): 108.03 kcal per mole
- E_LUMO: 1.65 eV

***

Q: Among the records above, which one has the lowest E?
A: C50H42BrMgN7O4P2S2